101
Properties=species:S:1:pos:R:3:mulliken_charge:R:1 method="wB97M-V/def2-TZVPD" energy_ha=-3571.40375 fmax_ev_per_a=0.49 lumo_ev=-0.2 molar_mass_g_mol=957.39
Na 0.078 1.216 0.146 0.60
C -0.691 -2.091 0.096 -0.68
N -0.852 -0.996 -0.857 0.02
C -0.264 -1.222 -2.163 -1.17
C 1.156 -0.731 -2.203 0.33
N 1.666 0.144 -1.380 -0.02
C 2.965 0.372 -1.836 -0.03
C 3.952 1.222 -1.345 -0.33
C 5.165 1.250 -2.005 -0.72
C 5.401 0.456 -3.137 -0.38
C 4.428 -0.388 -3.642 -1.11
C 3.214 -0.411 -2.966 0.66
N 2.035 -1.113 -3.173 -0.08
C -1.303 -1.679 1.401 -0.15
N -0.871 -0.693 2.129 0.29
C -1.760 -0.606 3.201 0.05
C -1.794 0.281 4.275 0.48
C -2.804 0.129 5.207 -0.93
C -3.776 -0.876 5.074 -0.50
C -3.767 -1.753 4.008 -1.14
C -2.739 -1.600 3.084 0.46
N -2.418 -2.272 1.918 -0.04
H 0.376 -2.281 0.237 0.31
H -1.158 -3.025 -0.247 0.39
H -1.835 -0.755 -0.942 0.10
H -0.834 -0.649 -2.899 0.42
H -0.300 -2.273 -2.478 0.31
H 3.766 1.837 -0.476 0.47
H 5.953 1.897 -1.640 0.44
H 6.365 0.507 -3.626 0.38
H 4.608 -0.993 -4.522 0.38
H 1.850 -1.748 -3.929 0.22
H -1.063 1.076 4.361 0.13
H -2.859 0.811 6.046 0.43
H -4.569 -0.943 5.810 0.36
H -4.536 -2.509 3.899 0.39
H -2.938 -3.019 1.495 0.21
Te 2.093 0.456 2.523 0.42
C 1.649 1.890 4.021 0.11
C 1.717 1.529 5.364 -0.52
C 1.458 2.472 6.350 -0.66
C 1.140 3.780 5.999 -0.51
C 1.064 4.139 4.661 -0.77
C 1.306 3.193 3.673 -0.02
C 4.121 1.109 2.389 0.51
C 5.154 0.206 2.620 -0.48
C 6.481 0.604 2.489 -0.58
C 6.785 1.911 2.136 -0.48
C 5.758 2.821 1.913 -0.56
C 4.434 2.419 2.033 -0.49
H 1.963 0.512 5.641 0.44
H 1.504 2.185 7.393 0.39
H 0.942 4.514 6.770 0.43
H 0.807 5.154 4.380 0.43
H 1.209 3.472 2.630 0.49
H 4.925 -0.814 2.906 0.37
H 7.277 -0.107 2.673 0.40
H 7.818 2.221 2.035 0.40
H 5.986 3.846 1.641 0.38
H 3.641 3.137 1.857 0.35
C -5.930 6.370 -0.403 -1.04
Si -4.475 5.252 -0.836 0.30
C -4.922 4.354 -2.422 -1.06
C -2.991 6.351 -1.214 -1.11
Si -3.989 3.757 0.893 0.28
Te -2.891 1.747 0.024 -0.38
Si -2.879 4.960 2.556 0.05
C -1.169 5.551 2.016 -0.56
C -2.566 4.023 4.158 -0.22
C -3.888 6.503 2.953 -1.00
Si -5.981 2.950 1.808 0.19
C -5.588 1.681 3.143 -0.67
C -7.126 4.223 2.610 -1.10
C -7.018 2.069 0.506 -1.03
H -6.128 7.100 -1.195 0.39
H -5.749 6.921 0.526 0.31
H -6.838 5.776 -0.259 0.23
H -5.090 5.067 -3.235 0.35
H -5.833 3.758 -2.294 0.26
H -4.122 3.668 -2.718 0.28
H -3.141 6.911 -2.142 0.40
H -2.081 5.750 -1.323 0.29
H -2.818 7.073 -0.408 0.26
H -0.520 4.698 1.786 -0.17
H -0.701 6.130 2.821 0.29
H -1.217 6.184 1.124 0.35
H -1.821 3.238 3.982 -0.50
H -3.465 3.541 4.555 0.32
H -2.170 4.697 4.924 0.43
H -3.903 7.182 2.093 0.21
H -3.469 7.049 3.804 0.40
H -4.927 6.253 3.190 0.23
H -5.221 2.163 4.055 0.31
H -4.817 0.981 2.803 -0.21
H -6.485 1.107 3.402 0.48
H -6.673 4.666 3.503 0.30
H -8.063 3.746 2.913 0.38
H -7.370 5.040 1.923 0.25
H -6.427 1.325 -0.038 0.28
H -7.425 2.776 -0.227 0.24
H -7.859 1.560 0.988 0.36



99
Properties=species:S:1:pos:R:3:lowdin_spin:R:1 method="wB97M-V/def2-TZVPD" energy_ha=-12295.65911 fmax_ev_per_a=0.98 relative_energy_kj_mol=0.0 lumo_ev="3.9 / 3.9" multiplicity=2 molar_mass_g_mol=1020.15 charge=-2
Ti 0.036 -0.733 -0.239 -0.01
C 0.069 -3.293 -1.262 0.00
C 1.345 -3.305 -0.659 0.00
C 2.062 -2.187 -1.192 0.00
C 1.194 -1.553 -2.125 0.00
C -0.043 -2.233 -2.183 0.00
C -1.023 -2.153 -3.347 0.00
C -2.373 -2.787 -3.010 0.00
C -1.258 -0.713 -3.803 0.00
C -0.401 -2.943 -4.513 0.00
C 3.497 -1.668 -1.034 0.00
C 4.389 -2.398 -2.057 0.00
C 3.564 -0.167 -1.368 0.00
C 4.097 -1.811 0.366 0.00
C 1.745 -4.408 0.322 0.00
C 1.892 -3.906 1.765 0.00
C 3.036 -5.103 -0.136 0.00
C 0.668 -5.505 0.359 0.00
H -0.721 -3.998 -1.056 0.00
H 1.439 -0.691 -2.724 0.00
H -2.898 -2.206 -2.252 0.00
H -2.256 -3.807 -2.637 0.00
H -2.995 -2.831 -3.911 0.00
H -1.662 -0.103 -2.994 0.00
H -1.957 -0.702 -4.647 0.00
H -0.329 -0.238 -4.124 0.00
H -0.267 -3.992 -4.235 0.00
H 0.579 -2.536 -4.770 0.00
H -1.043 -2.896 -5.399 0.00
H 4.002 -2.250 -3.068 0.00
H 4.431 -3.470 -1.867 0.00
H 5.410 -2.003 -2.015 0.00
H 3.324 0.039 -2.412 0.00
H 4.580 0.194 -1.184 0.00
H 2.876 0.403 -0.740 0.00
H 4.254 -2.848 0.660 0.00
H 3.473 -1.328 1.121 0.00
H 5.078 -1.323 0.378 0.00
H 2.517 -3.024 1.856 0.00
H 2.313 -4.698 2.395 0.00
H 0.911 -3.644 2.164 0.00
H 3.911 -4.464 -0.038 0.00
H 2.953 -5.407 -1.183 0.00
H 3.210 -5.998 0.472 0.00
H -0.288 -5.113 0.709 0.00
H 0.983 -6.287 1.056 0.00
H 0.519 -5.959 -0.623 0.00
Se -2.171 1.738 2.372 0.51
Se -3.487 0.130 1.583 0.32
Se -2.373 -1.543 0.418 0.11
Se -0.249 1.449 -0.850 0.02
C 0.163 -1.345 3.586 0.00
C 1.247 -0.955 2.590 0.00
O 2.425 -0.832 2.996 0.00
N 0.835 -0.760 1.351 0.01
Te 2.248 2.242 1.922 0.00
C 3.483 3.214 3.389 0.00
C 3.436 2.800 4.727 0.00
C 2.617 1.631 5.214 0.00
C 4.166 3.503 5.689 0.00
C 4.954 4.593 5.367 0.00
C 5.730 5.341 6.420 0.00
C 5.025 4.966 4.031 0.00
C 4.316 4.294 3.042 0.00
C 4.481 4.757 1.619 0.00
C 1.389 4.098 1.300 0.00
C 1.626 4.629 0.029 0.00
C 2.586 4.040 -0.971 0.00
C 0.975 5.804 -0.350 0.00
C 0.102 6.467 0.492 0.00
C -0.627 7.707 0.047 0.00
C -0.109 5.936 1.759 0.00
C 0.512 4.766 2.176 0.00
C 0.202 4.260 3.560 0.00
H 0.601 -1.508 4.572 0.00
H -0.363 -2.241 3.251 0.00
H -0.576 -0.543 3.630 0.01
H 2.294 0.958 4.424 0.00
H 1.730 1.988 5.748 0.00
H 3.206 1.038 5.916 0.00
H 4.108 3.174 6.724 0.00
H 5.523 4.944 7.414 0.00
H 5.473 6.403 6.421 0.00
H 6.806 5.267 6.247 0.00
H 5.657 5.803 3.745 0.00
H 5.413 5.316 1.509 0.00
H 3.654 5.401 1.311 0.00
H 4.490 3.908 0.935 0.00
H 2.971 3.074 -0.658 0.00
H 3.429 4.724 -1.122 0.00
H 2.082 3.892 -1.926 0.00
H 1.153 6.194 -1.348 0.00
H -0.252 8.058 -0.915 0.00
H -0.515 8.516 0.773 0.00
H -1.696 7.511 -0.062 0.00
H -0.798 6.433 2.435 0.00
H -0.629 4.821 3.989 0.00
H 1.066 4.360 4.221 0.00
H -0.061 3.200 3.539 0.00



104
Properties=species:S:1:pos:R:3:mulliken_charge:R:1 method="wB97M-V/def2-TZVPD" energy_ha=-3824.47884 fmax_ev_per_a=0.62 relative_energy_kj_mol=61.2 lumo_ev=-2.1 molar_mass_g_mol=940.73 charge=+1
Ir 0.232 -0.691 -1.064 2.09
O 0.284 -1.316 1.116 -1.26
S 0.888 -1.634 2.456 0.36
C -0.006 -3.115 3.029 -1.03
C -0.507 -3.997 1.893 -0.57
C -1.868 -3.597 1.322 0.14
C -2.247 -4.498 0.148 -1.04
S -1.716 -3.801 -1.458 -0.07
O -0.568 -2.891 -1.102 -0.55
C -3.114 -2.736 -1.771 0.89
C -3.109 -1.410 -1.379 -0.27
C -4.198 -0.609 -1.695 -0.76
C -5.280 -1.141 -2.381 -0.75
C -5.275 -2.476 -2.766 -0.65
C -4.183 -3.278 -2.474 -0.57
C 2.466 -2.375 2.099 0.85
C 3.452 -2.345 3.074 -0.51
C 4.708 -2.851 2.771 -0.81
C 4.969 -3.349 1.502 -0.70
C 3.979 -3.350 0.526 -0.95
C 2.716 -2.865 0.824 0.32
H -0.813 -2.766 3.675 0.46
H 0.720 -3.640 3.652 0.61
H -0.587 -5.016 2.283 0.56
H 0.234 -4.028 1.093 0.08
H -1.852 -2.552 1.007 -0.52
H -2.632 -3.690 2.098 0.65
H -3.321 -4.657 0.053 0.53
H -1.765 -5.474 0.222 0.53
H -2.259 -0.989 -0.852 0.29
H -4.188 0.437 -1.412 0.53
H -6.123 -0.512 -2.634 0.43
H -6.113 -2.887 -3.315 0.40
H -4.158 -4.310 -2.805 0.48
H 3.248 -1.921 4.051 0.45
H 5.490 -2.836 3.520 0.43
H 5.957 -3.721 1.263 0.44
H 4.193 -3.706 -0.474 0.40
H 1.947 -2.818 0.063 0.04
O -0.460 1.119 -0.589 0.76
P -0.839 2.206 0.382 -2.50
N -2.459 2.196 0.640 1.09
C -3.095 1.084 1.374 -0.16
C -4.116 1.783 2.263 -0.82
C -4.587 2.934 1.373 -0.86
C -3.309 3.402 0.671 -0.45
N -0.401 3.618 -0.304 0.35
C -0.184 4.875 0.435 -0.36
C -0.719 5.940 -0.515 -0.68
C -0.348 5.373 -1.885 -0.87
C -0.632 3.878 -1.744 -0.05
N -0.130 2.050 1.841 1.20
C 1.322 1.815 1.947 0.94
C 1.627 2.060 3.424 -0.88
C 0.561 3.071 3.843 -0.84
C -0.675 2.563 3.110 -0.45
H -2.345 0.505 1.919 -0.10
H -3.600 0.409 0.680 0.10
H -3.634 2.170 3.164 0.25
H -4.925 1.122 2.569 0.39
H -5.065 3.740 1.926 0.43
H -5.304 2.564 0.637 0.33
H -2.831 4.215 1.226 0.31
H -3.510 3.765 -0.339 0.28
H 0.886 5.022 0.615 0.32
H -0.685 4.869 1.404 0.22
H -0.289 6.921 -0.322 0.45
H -1.805 6.018 -0.418 0.21
H 0.715 5.533 -2.077 0.34
H -0.906 5.820 -2.705 0.41
H 0.028 3.262 -2.353 -0.10
H -1.665 3.641 -2.017 0.26
H 1.871 2.511 1.304 0.26
H 1.559 0.804 1.627 -1.29
H 2.646 2.411 3.581 0.45
H 1.500 1.133 3.989 0.24
H 0.825 4.068 3.482 0.25
H 0.412 3.126 4.920 0.48
H -1.428 3.336 2.944 0.27
H -1.149 1.752 3.673 0.35
Cl 0.568 -0.453 -4.424 -0.15
C -0.431 -0.297 -2.928 -0.77
H -1.243 -1.008 -3.105 0.33
H -0.842 0.712 -2.962 0.24
C 3.555 0.405 -0.141 -1.05
Si 2.343 0.093 -1.566 0.56
C 2.342 1.725 -2.489 -1.19
C 3.135 -1.322 -2.532 1.15
C 2.622 -2.619 -2.504 -0.58
C 3.246 -3.665 -3.168 -0.74
C 4.411 -3.429 -3.886 -0.62
C 4.941 -2.147 -3.930 -0.73
C 4.310 -1.111 -3.256 -0.88
H 4.544 0.172 -0.549 0.59
H 3.431 -0.199 0.756 0.11
H 3.561 1.459 0.140 0.39
H 3.368 2.084 -2.619 0.61
H 1.809 2.472 -1.890 0.03
H 1.869 1.658 -3.468 0.31
H 1.695 -2.837 -1.976 0.30
H 2.818 -4.660 -3.140 0.42
H 4.899 -4.238 -4.414 0.40
H 5.846 -1.955 -4.493 0.42
H 4.744 -0.116 -3.307 0.38



118
Properties=species:S:1:pos:R:3:mulliken_charge:R:1 method="wB97M-V/def2-TZVPD" energy_ha=-3750.85676 fmax_ev_per_a=8.98 lumo_ev=-5.2 molar_mass_g_mol=942.81 charge=+1
C 5.899 4.177 2.540 -0.99
C 5.892 2.570 2.735 -0.42
C 4.375 1.939 2.835 -0.22
C 4.547 0.350 2.646 -0.62
O 3.303 -0.416 2.569 -0.32
C 2.379 0.123 1.633 -0.21
C 0.942 0.523 2.219 0.44
C 0.533 0.332 3.778 -0.68
C 0.975 1.655 4.593 0.32
C -0.126 2.843 4.576 0.47
N 0.427 4.238 4.461 -0.63
O -1.385 2.663 4.693 -0.49
C -0.204 1.112 1.270 0.50
C -1.684 1.498 1.758 0.20
O -2.159 2.673 1.810 -0.49
O -2.544 0.380 2.131 -0.26
P -1.960 -1.097 1.440 0.56
O -3.293 -2.068 0.884 -0.44
O -1.348 -2.025 2.784 -0.46
C 0.158 1.281 -0.256 -0.81
C 1.586 0.858 -0.731 0.55
C 1.893 1.031 -2.324 -0.65
O 1.735 0.014 -3.084 -0.47
C 2.333 2.500 -2.838 1.02
F 1.251 3.065 -3.595 -0.26
F 2.546 3.308 -1.668 -0.28
C 3.637 2.420 -3.789 0.50
F 4.371 1.210 -3.512 -0.27
F 3.157 2.330 -5.157 -0.27
C 4.632 3.675 -3.607 0.76
F 5.371 3.430 -2.371 -0.24
F 3.931 4.932 -3.603 -0.27
C 5.762 3.771 -4.777 0.22
O 5.994 2.851 -5.618 -0.43
O 6.578 4.953 -4.842 -0.37
N 2.602 0.302 0.201 1.24
N 3.812 -0.066 -0.384 -0.97
C 3.798 -1.333 -0.775 0.83
O 3.847 -2.427 -1.375 -0.38
H 6.600 4.606 3.365 0.29
H 6.420 4.446 1.538 0.24
H 4.862 4.663 2.653 0.30
H 6.500 2.007 1.914 0.30
H 6.402 2.324 3.736 0.32
H 3.771 2.471 2.014 0.30
H 4.026 2.200 3.914 0.26
H 5.228 0.160 1.741 0.31
H 5.126 -0.037 3.582 0.39
H -0.621 0.196 3.889 0.22
H 0.982 -0.655 4.206 0.48
H 1.222 1.330 5.682 0.39
H 1.909 2.083 4.046 -0.65
H 0.182 4.645 3.535 0.30
H 1.470 4.146 4.418 0.29
H -2.958 -2.982 0.686 0.33
H -0.424 -2.289 2.515 0.27
H -0.644 1.688 -0.970 0.51
H 7.006 5.101 -3.952 0.34
C 6.403 9.584 -5.919 -1.08
C 7.369 8.496 -5.536 0.87
O 7.777 8.383 -4.391 -0.57
C 7.814 7.550 -6.620 -1.05
H 6.170 10.189 -5.039 0.31
H 6.851 10.229 -6.678 0.32
H 5.477 9.144 -6.295 0.30
H 8.326 8.105 -7.410 0.42
H 6.951 7.019 -7.027 0.27
H 8.509 6.819 -6.199 0.22
C -7.712 0.730 2.964 -1.14
C -7.040 -0.489 2.391 0.59
O -7.622 -1.227 1.614 -0.57
C -5.620 -0.761 2.813 -0.57
H -8.730 0.800 2.572 0.32
H -7.761 0.651 4.052 0.33
H -7.163 1.629 2.674 0.31
H -5.577 -0.907 3.895 0.32
H -4.978 0.071 2.516 0.09
H -5.265 -1.670 2.322 0.29
C -3.271 -3.211 4.771 -0.21
C -3.386 -4.001 6.048 0.55
O -2.606 -3.829 6.971 -0.60
C -4.499 -5.009 6.141 -0.72
H -2.425 -2.524 4.846 0.12
H -3.099 -3.888 3.930 0.32
H -4.181 -2.630 4.610 -0.12
H -4.382 -5.767 5.359 0.09
H -5.464 -4.507 6.041 0.34
H -4.460 -5.502 7.115 0.31
C 0.589 -2.477 -3.749 -0.77
C -0.579 -3.042 -2.985 0.85
O -0.725 -2.816 -1.792 -0.56
C -1.558 -3.894 -3.746 -0.89
H 1.210 -1.885 -3.072 0.05
H 1.194 -3.290 -4.158 0.41
H 0.230 -1.830 -4.552 0.28
H -1.049 -4.770 -4.155 0.39
H -2.013 -3.309 -4.548 0.09
H -2.347 -4.231 -3.068 0.27
C -4.267 -1.435 -7.279 -1.14
C -4.377 -2.218 -5.998 0.88
O -3.597 -2.037 -5.075 -0.59
C -5.484 -3.232 -5.897 -1.10
H -3.425 -0.742 -7.209 0.29
H -4.093 -2.115 -8.116 0.33
H -5.181 -0.860 -7.442 0.35
H -5.364 -3.992 -6.673 0.32
H -6.452 -2.736 -5.999 0.36
H -5.441 -3.719 -4.920 0.28
C -5.383 -9.541 3.917 -1.12
C -5.158 -8.083 3.621 0.77
O -4.615 -7.348 4.431 -0.59
C -5.627 -7.566 2.287 -1.00
H -4.995 -9.773 4.912 0.29
H -6.452 -9.763 3.898 0.33
H -4.855 -10.155 3.184 0.33
H -6.707 -7.700 2.196 0.32
H -5.110 -8.092 1.482 0.33
H -5.399 -6.499 2.212 0.22